No. 1
99
Properties=species:S:1:pos:R:3:lowdin_charge:R:1 method="wB97M-V/def2-TZVPD" total_energy_ev=-89162.5882 homo_energy_ev=-0.56 max_force_ev_per_a=3.82 gap_ev=4.298 total_charge=-2
Cs 0.61 -1.38 0.07 1.635
C 2.82 2.94 -2.21 -0.039
C 2.82 4.32 -2.12 -0.089
C 1.80 4.96 -1.43 -0.031
C 0.79 4.17 -0.85 -0.215
N 0.79 2.84 -0.97 0.149
C 1.77 2.24 -1.61 -0.117
C -0.34 4.70 -0.08 -0.200
C -0.59 6.06 0.18 -0.022
C -1.69 6.39 0.94 -0.092
C -2.51 5.40 1.45 -0.020
C -2.19 4.06 1.16 -0.201
N -1.14 3.76 0.41 0.181
C -2.91 2.87 1.64 -0.227
C -3.86 2.90 2.67 -0.037
C -4.40 1.69 3.10 -0.091
C -3.98 0.51 2.50 -0.041
C -3.06 0.59 1.45 -0.084
N -2.56 1.73 1.04 0.143
H 3.60 2.41 -2.73 0.103
H 3.61 4.91 -2.57 0.095
H 1.80 6.04 -1.34 0.090
H 1.72 1.16 -1.64 0.078
H 0.05 6.84 -0.21 0.090
H -1.92 7.43 1.15 0.097
H -3.38 5.66 2.05 0.093
H -4.16 3.82 3.14 0.090
H -5.13 1.68 3.90 0.095
H -4.35 -0.45 2.83 0.103
H -2.71 -0.29 0.94 0.089
C -3.24 -3.76 -1.15 -0.040
C -2.35 -3.11 -0.07 -0.570
O -1.97 -1.94 -0.26 -0.277
C -2.06 -3.93 1.03 -0.101
C -1.21 -3.61 2.10 -0.394
C -0.90 -4.72 3.10 -0.058
N -0.67 -2.44 2.26 -0.119
N 0.16 -2.26 3.30 0.022
C 1.09 -1.33 3.26 -0.553
O 1.41 -0.58 2.28 -0.485
C 1.82 -1.20 4.55 -0.132
C 2.69 -0.12 4.72 -0.040
C 3.36 0.07 5.92 -0.115
C 3.18 -0.81 6.97 -0.136
C 2.35 -1.91 6.80 -0.116
C 1.68 -2.10 5.61 -0.037
H -3.38 -3.04 -1.96 0.066
H -4.21 -4.04 -0.75 0.060
H -2.76 -4.65 -1.56 0.044
H -2.47 -4.93 1.02 0.075
H -1.60 -5.55 3.00 0.052
H -0.96 -4.30 4.10 0.051
H 0.11 -5.08 2.94 0.070
H 2.82 0.55 3.89 0.087
H 4.02 0.92 6.03 0.088
H 3.69 -0.65 7.91 0.081
H 2.23 -2.62 7.61 0.085
H 1.02 -2.95 5.47 0.096
O 3.58 -3.83 -2.43 -0.339
S 2.29 -3.67 -1.78 0.542
O 2.33 -3.59 -0.34 -0.441
N 1.38 -2.50 -2.32 -0.250
C 1.18 -2.20 -3.60 -0.279
C 1.64 -2.95 -4.69 -0.038
C 1.39 -2.57 -6.00 -0.112
C 0.67 -1.43 -6.29 -0.096
C 0.17 -0.65 -5.24 -0.177
C -0.59 0.53 -5.46 -0.043
C -1.07 1.23 -4.39 -0.066
C -0.79 0.77 -3.10 -0.146
N -0.08 -0.30 -2.87 0.096
C 0.40 -1.02 -3.89 -0.157
C 1.38 -5.22 -2.08 -0.240
C 1.91 -6.23 -2.86 -0.078
C 1.22 -7.42 -3.02 -0.104
C 0.00 -7.60 -2.38 -0.112
C -0.52 -6.59 -1.59 -0.078
C 0.16 -5.39 -1.44 -0.039
H 2.22 -3.84 -4.48 0.081
H 1.76 -3.18 -6.81 0.091
H 0.48 -1.12 -7.31 0.087
H -0.77 0.85 -6.48 0.101
H -1.65 2.13 -4.54 0.091
H -1.15 1.29 -2.22 0.104
H 2.87 -6.06 -3.32 0.101
H 1.62 -8.21 -3.64 0.089
H -0.53 -8.53 -2.50 0.090
H -1.47 -6.73 -1.09 0.098
H -0.22 -4.59 -0.84 0.096
C 3.95 -1.99 1.73 -0.213
S 3.48 -0.27 1.31 0.812
C 5.29 0.13 0.91 -0.246
O 2.89 -0.29 -0.02 -0.768
H 4.73 -1.96 2.48 0.051
H 4.28 -2.47 0.81 0.046
H 3.07 -2.51 2.10 0.039
H 5.87 0.11 1.82 0.025
H 5.31 1.12 0.47 0.023
H 5.66 -0.60 0.19 0.033

---

No. 2
73
Properties=species:S:1:pos:R:3:lowdin_charge:R:1 method="wB97M-V/def2-TZVPD" total_energy_ev=-124535.5772 homo_energy_ev=-7.99 max_force_ev_per_a=7.40 gap_ev=6.639 smiles=OCCc1cc(CCCBr)cc2nsnc12.c1ccncc1.c1ccncc1.c1ccncc1.c1ccncc1
O 5.81 -2.29 3.92 -0.160
C 5.05 -1.13 3.39 -0.228
C 3.60 -1.10 4.16 -0.168
C 2.37 -1.84 3.37 -0.079
C 1.00 -0.94 3.13 0.032
C -0.29 -1.65 2.38 -0.129
C -1.73 -0.84 2.14 -0.179
C -2.82 -1.60 3.16 -0.283
C -3.41 -0.60 4.33 -0.575
Br -3.36 -1.59 6.09 0.499
C -0.26 -3.22 1.85 0.019
C 1.09 -4.14 2.01 -0.248
N 1.26 -5.59 1.57 -0.279
S 2.93 -5.88 2.09 0.844
N 3.49 -4.37 2.84 -0.288
C 2.36 -3.37 2.78 -0.169
H 5.16 -2.95 4.33 0.081
H 5.59 -0.11 3.66 0.129
H 4.89 -1.16 2.23 0.121
H 3.35 0.03 4.36 0.116
H 3.70 -1.60 5.24 0.134
H 0.89 0.19 3.48 0.107
H -2.06 -1.03 1.02 0.097
H -1.62 0.31 2.41 0.110
H -3.69 -2.12 2.53 0.120
H -2.28 -2.49 3.74 0.080
H -4.52 -0.28 4.14 0.073
H -2.71 0.34 4.47 0.071
H -1.21 -3.71 1.35 0.107
C -0.84 2.00 -3.25 -0.077
C -2.08 2.13 -2.62 -0.075
C -2.36 1.31 -1.54 -0.150
N -1.50 0.38 -1.07 0.056
C -0.31 0.27 -1.70 -0.161
C 0.06 1.05 -2.78 -0.090
H -0.59 2.63 -4.09 0.107
H -2.80 2.86 -2.96 0.071
H -3.31 1.38 -1.02 0.095
H 0.35 -0.49 -1.30 0.110
H 1.03 0.92 -3.24 0.109
C -3.00 -2.81 -5.77 -0.084
C -2.05 -3.82 -5.74 -0.083
C -0.92 -3.63 -4.95 -0.153
N -0.69 -2.52 -4.22 0.063
C -1.63 -1.56 -4.27 -0.138
C -2.79 -1.65 -5.02 -0.069
H -3.90 -2.92 -6.37 0.103
H -2.19 -4.73 -6.31 0.099
H -0.15 -4.40 -4.90 0.100
H -1.42 -0.67 -3.68 0.062
H -3.51 -0.84 -5.03 0.101
C -7.20 5.06 -1.35 -0.077
C -7.14 4.96 -2.74 -0.075
C -5.98 4.46 -3.32 -0.143
N -4.90 4.08 -2.61 0.050
C -4.98 4.19 -1.27 -0.149
C -6.09 4.67 -0.60 -0.073
H -8.09 5.44 -0.86 0.106
H -7.98 5.25 -3.35 0.102
H -5.89 4.36 -4.39 0.103
H -4.09 3.88 -0.72 0.097
H -6.10 4.73 0.48 0.103
C 8.46 1.71 1.23 -0.080
C 7.64 2.75 1.64 -0.082
C 6.30 2.70 1.28 -0.159
N 5.75 1.71 0.55 0.052
C 6.57 0.71 0.17 -0.162
C 7.92 0.66 0.48 -0.076
H 9.52 1.71 1.49 0.105
H 8.02 3.58 2.22 0.100
H 5.61 3.49 1.58 0.099
H 6.11 -0.08 -0.41 0.102
H 8.54 -0.16 0.15 0.102

---

No. 3
8
Properties=species:S:1:pos:R:3:nbo_charge:R:1 method="wB97M-V/def2-TZVPD" total_energy_ev=-6127.0969 homo_energy_ev=-9.61 max_force_ev_per_a=4.09 gap_ev=10.503 e_above_lowest_kj_mol=329.09
H 1.18 0.75 -0.96 0.351
N 1.30 0.89 0.10 -0.666
C 0.59 0.09 0.70 0.238
N -0.59 -0.47 0.17 -0.354
O -0.84 -0.15 -1.12 -0.557
H 0.68 -0.09 1.79 0.163
H -0.66 -1.42 0.33 0.346
H -1.66 0.40 -1.02 0.479

---

No. 4
20
Properties=species:S:1:pos:R:3:mulliken_spin:R:1 method="wB97M-V/def2-TZVPD" total_energy_ev=-12320.1184 multiplicity=3 homo_energy_ev="-16.43 / -20.17" max_force_ev_per_a=7.31 gap_ev="7.714 / 5.269" total_charge=+2 e_above_lowest_kj_mol=98.99
C 0.19 -0.71 -1.81 0.094
C 0.79 1.90 0.17 0.132
C 1.41 -0.17 0.26 0.434
C 0.14 -0.09 -0.47 -0.030
C -2.44 -0.23 0.04 0.015
C -1.02 -0.85 0.37 0.168
N 0.26 -1.15 -2.84 0.009
N 1.76 1.13 0.54 0.225
N -0.12 1.35 -0.51 0.402
N 2.19 -1.12 0.61 0.597
H 0.91 2.98 0.23 0.016
H -2.44 0.84 0.17 -0.002
H -3.27 -0.70 0.62 0.008
H -2.64 -0.45 -1.02 -0.001
H -1.06 -1.82 0.01 -0.006
H -0.89 -0.98 1.52 -0.007
H 2.55 1.49 0.94 -0.006
H -1.04 1.85 -0.67 -0.015
H 1.81 -2.08 0.55 -0.016
H 2.92 -1.18 1.28 -0.017

---

No. 5
59
Properties=species:S:1:pos:R:3:nbo_charge:R:1 method="wB97M-V/def2-TZVPD" total_energy_ev=-72258.7619 homo_energy_ev=-14.76 max_force_ev_per_a=0.70 gap_ev=6.015 total_charge=+2
Pd -0.86 0.45 -0.62 1.200
O 0.56 5.78 0.81 -0.640
C 1.62 5.11 0.42 0.779
O 2.66 5.64 0.13 -0.524
C 1.52 3.60 0.33 -0.232
C 2.61 2.75 0.12 0.209
Cl 4.18 3.27 -0.14 0.210
N 2.19 1.46 0.10 -0.161
N 0.83 1.45 0.24 -0.300
C 0.44 2.73 0.39 0.078
C -1.02 2.99 0.51 0.765
O -1.48 4.03 0.91 -0.532
O -1.78 1.98 0.15 -0.631
C 2.97 0.23 0.18 0.090
C 4.35 0.23 0.36 -0.205
C 5.03 -0.97 0.45 -0.169
C 4.37 -2.18 0.38 -0.179
C 3.00 -2.18 0.23 -0.199
C 2.31 -0.98 0.13 -0.204
H -0.23 5.23 0.99 0.510
H 4.92 1.14 0.45 0.248
H 6.11 -0.95 0.59 0.245
H 4.92 -3.11 0.45 0.243
H 2.45 -3.11 0.21 0.222
H 1.24 -1.01 0.06 0.185
S 0.09 1.25 -2.61 0.166
C 0.35 -0.49 -2.81 0.073
C 0.92 -1.19 -3.85 -0.250
C 0.96 -2.57 -3.73 -0.085
C 0.44 -3.20 -2.60 -0.226
C -0.11 -2.44 -1.60 0.046
N -0.13 -1.10 -1.72 -0.474
H 1.31 -0.68 -4.72 0.268
H 1.40 -3.16 -4.53 0.260
H 0.46 -4.28 -2.50 0.262
H -0.51 -2.86 -0.69 0.235
C -0.75 -0.58 5.02 -0.119
C 0.23 -0.46 4.04 -0.192
C -0.14 -0.44 2.70 -0.209
C -1.48 -0.59 2.36 0.118
C -2.47 -0.70 3.35 -0.182
C -2.09 -0.70 4.67 -0.188
N -1.84 -0.58 1.00 -0.163
N -2.97 -1.01 0.71 -0.107
C -3.41 -0.78 -0.60 0.271
C -4.66 -1.22 -0.97 -0.170
C -5.12 -0.91 -2.24 -0.095
C -4.32 -0.16 -3.08 -0.204
C -3.07 0.25 -2.65 0.089
N -2.62 -0.07 -1.44 -0.395
H -0.46 -0.58 6.06 0.246
H 1.27 -0.36 4.31 0.241
H 0.62 -0.34 1.94 0.226
H -3.51 -0.77 3.07 0.247
H -2.84 -0.77 5.44 0.249
H -5.25 -1.78 -0.25 0.273
H -6.10 -1.24 -2.56 0.265
H -4.66 0.13 -4.07 0.268
H -2.42 0.84 -3.28 0.250

---

No. 6
118
Properties=species:S:1:pos:R:3:mulliken_spin:R:1 method="wB97M-V/def2-TZVPD" total_energy_ev=-147151.4867 multiplicity=2 homo_energy_ev="-9.68 / -10.20" max_force_ev_per_a=0.88 gap_ev="6.193 / 6.649" total_charge=+1
Zn -0.38 0.31 0.04 -0.059
C 1.67 3.14 2.89 0.000
C 1.23 2.59 1.70 0.000
N 0.80 1.33 1.64 0.006
C 0.86 0.59 2.76 0.004
C 1.32 1.16 3.94 0.001
N 1.70 2.43 4.01 0.000
C 0.48 -0.83 2.61 0.018
C 0.61 -1.78 3.61 -0.006
C 0.28 -3.10 3.34 0.007
C -0.11 -3.43 2.04 -0.009
C -0.20 -2.42 1.09 0.046
N 0.04 -1.15 1.40 -0.013
C -0.52 -2.66 -0.33 -0.006
C -0.93 -3.89 -0.85 -0.002
N -1.13 -4.08 -2.14 0.000
C -0.89 -3.06 -2.95 0.000
C -0.51 -1.82 -2.46 0.000
N -0.35 -1.62 -1.16 0.007
C 0.24 -4.12 4.40 0.000
C 0.51 -5.46 4.15 0.000
C 0.36 -6.38 5.18 0.000
N -0.02 -6.04 6.41 0.000
C -0.26 -4.76 6.65 0.000
C -0.15 -3.77 5.69 0.000
H 2.02 4.16 2.95 0.000
H 1.24 3.15 0.77 0.000
H 1.40 0.59 4.86 0.000
H 0.98 -1.51 4.58 -0.001
H -0.36 -4.45 1.79 0.000
H -1.13 -4.74 -0.21 0.000
H -1.02 -3.24 -4.01 0.000
H -0.32 -0.98 -3.11 0.000
H 0.86 -5.79 3.18 0.000
H 0.57 -7.43 5.02 0.000
H -0.56 -4.52 7.67 0.000
H -0.41 -2.75 5.94 0.000
C -0.36 4.24 -1.02 -0.001
O 0.59 3.27 -1.47 0.001
P 0.41 1.70 -1.79 0.006
O -0.03 1.59 -3.34 0.001
C -1.32 1.39 -3.91 -0.001
O 2.02 1.53 -2.04 0.000
C 2.65 0.86 -3.11 0.000
H -1.12 4.43 -1.78 0.000
H 0.21 5.15 -0.83 0.000
H -0.86 3.92 -0.10 0.000
H -1.16 1.05 -4.93 0.000
H -1.88 2.32 -3.93 0.000
H -1.90 0.65 -3.36 0.001
H 3.63 1.32 -3.26 0.000
H 2.08 0.94 -4.03 0.000
H 2.79 -0.20 -2.87 0.000
C 4.81 0.94 -0.15 0.000
C 4.56 -0.27 0.75 0.000
S 3.07 -1.17 0.18 0.000
O 2.76 -2.15 1.26 0.000
C 3.88 -2.15 -1.17 0.000
C 4.27 -3.53 -0.67 0.000
H 5.56 1.60 0.30 0.000
H 3.89 1.51 -0.30 0.000
H 5.18 0.64 -1.13 0.000
H 4.32 0.04 1.77 0.000
H 5.39 -0.96 0.78 0.000
H 4.73 -1.58 -1.53 0.000
H 3.13 -2.22 -1.96 0.000
H 5.04 -3.47 0.10 0.000
H 4.65 -4.13 -1.50 0.000
H 3.41 -4.03 -0.24 0.000
C -7.37 -2.76 6.45 0.001
C -6.56 -2.08 5.39 -0.009
C -6.79 -0.75 5.04 0.022
C -6.03 -0.11 4.06 0.037
C -6.32 1.34 3.75 0.028
C -5.02 -0.83 3.42 0.146
Te -3.98 0.27 1.77 0.429
N -2.33 0.66 0.25 0.353
C -2.70 1.55 -0.68 -0.002
O -1.87 2.13 -1.44 0.018
C -4.12 1.95 -0.98 -0.021
C -5.11 1.03 -1.32 0.000
C -6.37 1.46 -1.69 0.001
C -6.66 2.81 -1.74 0.001
C -5.68 3.74 -1.43 -0.001
C -4.41 3.31 -1.07 -0.001
C -2.91 1.60 3.04 0.018
C -2.84 2.90 2.54 -0.011
C -2.17 3.89 3.22 -0.005
C -1.57 3.60 4.44 0.012
C -1.65 2.32 4.95 -0.005
C -2.30 1.29 4.26 -0.017
C -2.30 -0.09 4.86 0.005
C -4.81 -2.17 3.71 -0.114
C -3.77 -3.00 3.01 0.100
C -5.57 -2.77 4.71 0.018
H -8.25 -2.19 6.72 0.000
H -6.77 -2.90 7.35 -0.001
H -7.68 -3.75 6.12 0.000
H -7.58 -0.20 5.54 0.005
H -7.17 1.69 4.33 0.001
H -6.55 1.48 2.69 -0.007
H -5.46 1.97 3.98 -0.005
H -4.87 -0.03 -1.30 -0.009
H -7.13 0.73 -1.94 0.000
H -7.65 3.14 -2.02 0.000
H -5.89 4.80 -1.49 0.000
H -3.63 4.02 -0.84 0.000
H -3.33 3.12 1.60 0.004
H -2.13 4.89 2.81 0.000
H -1.04 4.37 4.99 0.001
H -1.19 2.09 5.90 0.000
H -1.49 -0.19 5.59 0.001
H -2.18 -0.84 4.08 0.020
H -3.24 -0.29 5.37 0.000
H -3.58 -2.62 2.01 0.014
H -4.09 -4.04 2.95 0.002
H -2.85 -2.97 3.58 -0.032
H -5.37 -3.81 4.97 -0.002